258
Properties=species:S:1:pos:R:3 method="wB97M-V/def2-TZVPD" e_tot_ev=-199077.020 lumo_energy_ev=-0.477 total_charge=0 orbital_gap_ev=5.06
C 0.101 -0.099 -1.831
N 0.124 -0.418 -0.301
C -1.271 -0.822 0.205
C 1.166 -1.452 -0.032
C 0.508 0.899 0.373
C -0.312 2.135 -0.004
O 0.279 2.657 -1.152
H -0.152 -1.058 -2.282
H 0.976 0.343 -2.309
H -0.847 0.417 -1.982
H -1.999 -0.123 -0.208
H -1.336 -0.959 1.284
H -1.474 -1.809 -0.210
H 0.822 -2.388 -0.473
H 1.379 -1.542 1.033
H 2.100 -1.122 -0.487
H 1.556 1.084 0.139
H 0.481 0.621 1.426
H -0.237 2.886 0.782
H -1.362 1.880 -0.149
H 1.205 2.860 -0.999
C 0.296 -2.019 -7.085
N -0.651 -0.761 -7.027
C -1.537 -0.986 -5.796
C 0.171 0.461 -6.669
C -1.654 -0.546 -8.243
C -1.072 -0.832 -9.627
O 0.021 0.017 -9.910
H 1.040 -2.038 -7.881
H -0.310 -2.879 -7.369
H 0.748 -2.040 -6.093
H -1.863 -2.026 -5.800
H -2.415 -0.348 -5.897
H -0.909 -0.670 -4.963
H 0.797 0.602 -7.550
H 0.756 0.340 -5.758
H -0.486 1.330 -6.626
H -2.015 0.472 -8.095
H -2.498 -1.224 -8.113
H -1.831 -0.586 -10.370
H -0.811 -1.886 -9.724
H 0.219 -0.148 -10.835
C 5.950 0.505 -3.404
N 5.429 1.571 -2.459
C 4.549 0.890 -1.411
C 6.566 2.299 -1.724
C 4.715 2.735 -3.256
C 3.653 2.334 -4.230
O 3.929 1.338 -5.212
H 6.589 -0.106 -2.766
H 6.620 0.959 -4.134
H 5.106 -0.096 -3.744
H 5.064 0.022 -1.000
H 3.634 0.649 -1.952
H 4.326 1.574 -0.592
H 6.201 2.981 -0.956
H 7.065 2.981 -2.413
H 7.343 1.695 -1.255
H 5.437 3.463 -3.628
H 4.234 3.287 -2.448
H 3.303 3.194 -4.801
H 2.763 1.902 -3.772
H 3.416 0.564 -4.968
C 3.245 4.333 0.154
O 2.639 3.465 -0.488
O 4.366 4.643 -0.154
O 2.691 4.782 1.216
C 2.105 -3.371 -3.384
C 3.036 -2.213 -3.753
C 4.120 -2.631 -4.713
O 2.474 -0.956 -4.100
H 1.280 -3.311 -2.675
H 2.586 -4.335 -3.216
H 1.459 -3.576 -4.239
H 3.547 -2.053 -2.804
H 3.736 -2.549 -5.730
H 4.307 -3.667 -4.431
H 5.038 -2.044 -4.727
C 5.151 -1.362 9.204
C 5.698 -1.357 7.734
C 6.860 -2.441 7.474
C 6.279 -3.870 7.268
C 5.206 -3.920 6.156
C 3.988 -2.995 6.531
N 4.617 -1.625 6.733
O 3.659 -0.692 6.796
C 3.110 -3.064 5.245
C 3.073 -3.614 7.589
C 6.278 0.042 7.380
H 4.632 -0.407 9.288
H 5.954 -1.241 9.931
H 4.528 -2.209 9.491
H 7.560 -2.214 6.670
H 7.615 -2.463 8.260
H 5.749 -4.242 8.145
H 7.003 -4.684 7.229
H 4.863 -4.941 5.986
H 5.521 -3.592 5.165
H 2.674 -4.048 5.069
H 2.198 -2.483 5.381
H 3.713 -2.813 4.372
H 3.573 -3.943 8.500
H 2.296 -2.900 7.861
H 2.472 -4.474 7.295
H 6.361 0.139 6.297
H 7.220 0.249 7.888
H 5.697 0.867 7.792
H 3.456 -0.702 7.734
C -7.631 0.109 -1.251
C -7.588 1.270 -2.181
C -9.088 1.642 -2.471
C -9.228 2.977 -3.202
C -8.660 4.052 -2.326
C -7.163 3.874 -1.834
N -6.938 2.485 -1.454
O -5.562 2.286 -1.308
C -6.198 4.393 -2.943
C -6.987 4.706 -0.543
C -6.942 0.784 -3.506
H -7.957 0.429 -0.261
H -6.630 -0.323 -1.264
H -8.369 -0.567 -1.683
H -9.594 0.994 -3.187
H -9.656 1.464 -1.558
H -10.271 3.268 -3.323
H -8.666 3.040 -4.134
H -9.232 4.150 -1.403
H -8.804 5.023 -2.800
H -6.454 5.436 -3.131
H -5.189 4.338 -2.534
H -6.162 3.965 -3.944
H -7.198 5.739 -0.817
H -7.763 4.437 0.174
H -5.963 4.630 -0.177
H -5.867 0.744 -3.335
H -7.029 1.510 -4.315
H -7.309 -0.176 -3.870
H -5.198 2.451 -2.181
C -5.022 -3.770 -2.367
C -4.492 -2.394 -1.942
O -3.275 -2.320 -2.643
C -3.013 -3.386 -3.367
O -1.922 -3.567 -3.872
O -4.063 -4.208 -3.250
H -6.022 -3.682 -2.792
H -5.119 -4.385 -1.472
H -4.327 -2.480 -0.868
H -5.253 -1.693 -2.283
C -6.079 1.230 2.363
C -4.735 1.873 2.101
O -3.986 0.746 1.687
C -4.676 -0.383 1.702
O -4.232 -1.476 1.388
O -5.836 -0.171 2.368
H -6.849 1.460 1.626
H -6.469 1.680 3.276
H -4.300 2.262 3.022
H -4.691 2.595 1.286
C 1.706 2.723 3.674
C 2.378 3.995 4.039
O 2.732 3.569 5.373
C 1.876 2.616 5.856
O 1.699 2.355 7.047
O 1.090 2.271 4.811
H 2.405 1.948 3.361
H 0.952 2.949 2.920
H 1.743 4.879 3.978
H 3.256 4.140 3.410
C -1.359 4.421 -3.290
C -0.595 3.739 -4.415
O -1.094 2.389 -4.427
C -2.032 2.257 -3.563
O -2.738 1.243 -3.357
O -2.207 3.374 -2.884
H -1.978 5.249 -3.635
H -0.783 4.794 -2.443
H 0.451 3.815 -4.116
H -0.907 4.284 -5.306
C -3.189 -3.031 3.882
C -2.000 -3.478 2.957
O -1.099 -2.407 3.050
C -1.342 -1.722 4.205
O -0.660 -0.859 4.590
O -2.406 -2.255 4.795
F -2.461 -3.451 1.756
H -3.606 -3.864 4.448
H -3.978 -2.446 3.410
H -1.618 -4.486 3.118
C 0.254 -6.039 -1.954
C 0.486 -5.537 -0.585
O -0.618 -4.877 -0.251
C -1.635 -5.562 -0.875
O -2.800 -5.532 -0.504
O -1.080 -6.387 -1.807
F 1.567 -4.758 -0.541
H 0.849 -6.940 -2.105
H 0.411 -5.361 -2.793
H 0.684 -6.371 0.089
C -4.735 -7.521 0.752
C -4.909 -6.166 1.501
O -3.934 -6.187 2.454
C -2.987 -7.158 2.167
O -1.777 -7.083 2.460
O -3.442 -7.924 1.158
F -6.078 -5.965 2.131
H -4.706 -7.168 -0.279
H -5.567 -8.224 0.759
H -4.684 -5.378 0.782
C 5.115 1.146 2.769
C 4.625 -0.272 2.984
O 5.649 -1.023 2.320
C 6.481 -0.267 1.552
O 7.516 -0.601 0.898
O 6.121 1.024 1.727
F 3.394 -0.359 2.395
H 5.699 1.594 3.573
H 4.412 1.886 2.385
H 4.423 -0.601 4.003
C 2.447 5.609 -2.840
C 3.687 6.189 -3.461
O 3.221 7.570 -3.666
C 1.891 7.574 -3.824
O 1.220 8.546 -4.111
O 1.400 6.414 -3.492
F 3.963 5.701 -4.635
H 2.428 5.933 -1.799
H 2.336 4.531 -2.961
H 4.559 6.238 -2.808
C 3.915 -5.163 2.157
C 4.993 -5.811 1.330
O 5.011 -5.012 0.206
C 4.416 -3.815 0.486
O 4.353 -2.864 -0.265
O 3.730 -3.852 1.652
F 4.684 -7.089 0.948
H 4.104 -5.276 3.224
H 2.929 -5.599 1.998
H 5.978 -5.884 1.791
C -0.340 5.758 0.360
C 0.014 6.192 1.771
O -0.700 5.199 2.548
C -1.701 4.739 1.864
O -2.289 3.736 2.303
O -1.603 5.238 0.595
F -0.614 7.397 2.079
H 0.304 4.985 -0.059
H -0.325 6.616 -0.312
H 1.084 6.373 1.874
C -2.111 2.661 5.672
C -1.876 1.428 6.581
O -3.061 0.761 6.532
C -3.970 1.487 5.928
O -5.110 1.162 5.841
O -3.478 2.656 5.528
F -1.647 1.904 7.778
H -1.689 2.495 4.681
H -1.602 3.553 6.036
H -1.097 0.783 6.175